[1]
Below is C27H35BrN4P2Re as an isolated structure, with properties calculated with ωB97M-V/def2-TZVPD.

The geometry in ORCA input format:
```
! RIJCOSX wB97M-V def2-TZVPD def2/J DEFGRID3
* xyz 2 4
Re -0.0104 1.1920 0.5212
C -1.7863 1.5525 -2.5523
C -1.5109 0.2197 -2.5307
C -0.5215 -0.4554 -3.4579
C 0.8842 0.2203 -3.4154
C 1.3240 0.7152 -2.0842
C 0.9517 1.8923 -1.4298
C 0.2413 3.0303 -2.2575
C -0.8869 2.5407 -3.2143
C 0.4201 0.4773 2.5768
H -2.8240 1.9147 -2.4754
H -2.2256 -0.4444 -1.9923
H -0.8636 -0.3944 -4.5270
H -0.4884 -1.5401 -3.2261
H 1.6290 -0.4482 -3.9090
H 0.8621 1.1273 -4.0661
H 2.1758 0.1758 -1.6875
H 1.7547 2.3810 -0.7245
H 0.9438 3.6690 -2.8471
H -0.1390 3.6850 -1.4684
H -1.4625 3.3916 -3.6448
H -0.4068 2.1007 -4.0946
H -0.4057 0.8159 3.2405
H 1.3692 0.9633 2.9475
H 0.5731 -0.6267 2.7746
P 1.4970 -0.5286 0.6489
P -1.5241 -0.5394 0.6947
N 3.2044 0.3344 0.3764
N 2.4907 -1.6158 1.9764
N -2.9926 0.4665 -0.0996
N -2.6193 -1.5005 1.8193
C 0.8030 -1.8709 -0.4004
C -0.7657 -1.9065 -0.3342
C 3.3600 1.5968 0.9443
C 4.4444 2.2274 0.3512
C 4.9597 1.3246 -0.6124
C 4.2024 0.1494 -0.5518
C 3.4348 -1.1088 2.8688
C 4.3203 -2.1098 3.2981
C 3.8744 -3.3060 2.6578
C 2.7198 -2.9790 1.9258
C -2.7746 1.8309 -0.3003
C -4.0063 2.4817 -0.4694
C -4.9592 1.4525 -0.6478
C -4.3323 0.2296 -0.3027
C -3.5326 -2.4362 1.3450
C -4.2762 -2.9354 2.4054
C -3.7146 -2.3819 3.5934
C -2.7327 -1.4612 3.2124
H 1.2180 -2.8307 -0.0526
H 1.1591 -1.7294 -1.4416
H -1.1938 -1.8571 -1.3524
H -1.1112 -2.8371 0.1475
H 2.6564 1.9449 1.7044
H 4.7721 3.2328 0.6080
H 5.7400 1.5217 -1.3215
H 4.2586 -0.7672 -1.1210
H 3.3918 -0.0808 3.2080
H 5.1848 -1.9716 3.9636
H 4.3493 -4.2841 2.7081
H 2.0334 -3.6432 1.4180
H -1.7272 2.2512 -0.4718
H -4.1493 3.5619 -0.4428
H -5.9552 1.5825 -1.0544
H -4.7612 -0.7645 -0.1891
H -3.5413 -2.7015 0.3045
H -5.1500 -3.5706 2.3212
H -3.9863 -2.6452 4.6018
H -2.1488 -0.7528 3.7922
Br -1.7174 2.7714 1.8148
*
```

## Properties
LUMO level (alpha / beta), eV: -6.41 / -9.24
⟨S²⟩: 3.79


[2]
Below is C27H35CdClN4P2 as an isolated structure, with properties calculated with ωB97M-V/def2-TZVPD.

The geometry in ORCA input format:
```
! RIJCOSX wB97M-V def2-TZVPD def2/J DEFGRID3
* xyz 0 1
Cd -0.3393 -3.3564 -5.7342
C -0.2742 2.8354 -0.2019
C -0.5409 1.7618 -0.9645
C -0.5917 1.4987 -2.4750
C 0.7212 1.1802 -3.1805
C 1.5973 2.3616 -3.5103
C 1.7165 3.4930 -2.7957
C 0.6773 4.2662 -2.0418
C 0.6066 4.0088 -0.5131
C -0.0538 -3.0239 -3.6097
H -0.7840 2.9768 0.7658
H -0.9751 0.8952 -0.4172
H -1.0917 2.3417 -2.9642
H -1.1935 0.5750 -2.6524
H 1.2998 0.4315 -2.6001
H 0.4354 0.6682 -4.1064
H 2.2981 2.1198 -4.3244
H 2.7354 3.8864 -2.6965
H -0.3298 4.0697 -2.4345
H 0.9182 5.3466 -2.1176
H 1.6144 3.8287 -0.1177
H 0.2458 4.9501 -0.0590
H -0.9729 -3.1566 -3.0138
H 0.3624 -2.0146 -3.5037
H 0.7026 -3.7369 -3.2601
P 1.2348 -1.6284 -7.1930
P -2.1216 -0.7866 -7.1514
N 2.4633 -0.3122 -7.2379
N 2.2297 -2.7191 -8.1871
N -2.0732 0.9239 -7.5237
N -3.8145 -1.1834 -7.9756
C 0.2713 -0.8872 -8.5546
C -1.1866 -1.3313 -8.6313
C 3.4381 -0.1459 -6.2526
C 4.4028 0.7415 -6.7145
C 4.0342 1.1234 -8.0430
C 2.8478 0.4637 -8.3359
C 2.5633 -3.9906 -7.7082
C 2.9369 -4.7841 -8.7851
C 2.9729 -3.9467 -9.9477
C 2.5353 -2.6850 -9.5554
C -1.4063 1.8292 -6.6735
C -1.3482 3.0652 -7.2994
C -1.9581 2.9208 -8.5861
C -2.3604 1.6047 -8.7136
C -4.7924 -0.6017 -8.7737
C -5.8280 -1.5407 -8.9962
C -5.4488 -2.7457 -8.3190
C -4.1873 -2.5150 -7.7835
H 0.7243 -1.0854 -9.5297
H 0.2926 0.1943 -8.3867
H -1.6711 -0.9240 -9.5295
H -1.2837 -2.4203 -8.6616
H 3.3375 -0.6803 -5.3179
H 5.2724 1.0809 -6.1751
H 4.5844 1.7608 -8.7124
H 2.2524 0.5427 -9.2235
H 2.4739 -4.2055 -6.6516
H 3.0974 -5.8538 -8.7407
H 3.2479 -4.2486 -10.9527
H 2.4117 -1.7948 -10.1497
H -1.0124 1.4995 -5.7213
H -0.9100 3.9641 -6.8868
H -2.1049 3.6876 -9.3380
H -2.8212 1.0870 -9.5415
H -4.6864 0.4122 -9.1264
H -6.7400 -1.3977 -9.5363
H -5.9943 -3.6641 -8.1766
H -3.5537 -3.1819 -7.2178
Cl -2.6018 -4.2489 -5.7247
*
```

## Properties
LUMO level, eV: -1.43


| no. | strongest force on any atom (eV/A) |
| --- | --- |
| 1 | 4.8 |
| 2 | 4.8 |